Formula: C35H34ClHgNOSi2
Source: OMol25
Level of theory: ωB97M-V/def2-TZVPD

As for the LUMO energy: -0.56 eV. The energy above the lowest of the compared OMol25 structures with the same formula, charge and spin is 0.0 kcal/mol. The value obtained for the total energy is -72835.9319 eV. Its gap between HOMO and LUMO is 0.17762 Eh.

Cartesian coordinates (Å):
1 C 3.80573 -3.17583 3.53502
2 C 2.96263 -3.65828 2.49070
3 C 3.39235 -3.06515 1.26367
4 H 2.14527 -4.36518 2.61055
5 C 4.50879 -2.22876 1.54700
6 C 4.77692 -2.30611 2.94858
7 H 5.59471 -1.81769 3.47366
8 H 3.72997 -3.43883 4.58886
9 H 2.94778 -3.22369 0.28418
10 H 5.06950 -1.65090 0.81319
11 Hg 0.84255 -0.70820 2.79253
12 Si 0.23468 -0.05662 0.51876
13 C -1.23657 -1.10920 0.13888
14 C -2.48488 -0.47867 0.02295
15 H -2.53135 0.61325 0.02295
16 C -3.64509 -1.24191 -0.06977
17 H -4.61207 -0.75119 -0.18625
18 C -3.56983 -2.63703 -0.04387
19 H -4.48514 -3.22617 -0.10177
20 C -2.32552 -3.26877 0.03393
21 H -2.26516 -4.35721 0.02117
22 C -1.15422 -2.51156 0.12791
23 H -0.17778 -3.00188 0.22323
24 C 1.52622 -0.11502 -0.80296
25 C 1.34977 -0.86381 -1.97724
26 H 0.44346 -1.46162 -2.11012
27 C 2.34632 -0.85942 -2.96028
28 H 2.21867 -1.46229 -3.85984
29 C 3.49856 -0.08566 -2.79735
30 H 4.26841 -0.07650 -3.57087
31 C 3.66064 0.68789 -1.64301
32 H 4.55020 1.30813 -1.52913
33 C 2.68872 0.66224 -0.64017
34 H 2.81092 1.24269 0.28066
35 H -0.17139 1.34954 0.63413
36 Si -2.63562 3.28569 -2.51620
37 C -1.30186 3.22097 -3.80678
38 C -1.58429 2.68142 -5.07262
39 H -2.59035 2.31879 -5.30142
40 C -0.58228 2.58959 -6.04480
41 H -0.81434 2.15455 -7.01778
42 C 0.70911 3.04956 -5.76854
43 H 1.49149 2.97206 -6.52480
44 C 0.98907 3.61654 -4.52086
45 H 1.98976 3.99431 -4.30547
46 C -0.01173 3.71084 -3.54920
47 H 0.21657 4.17013 -2.58572
48 C -3.84071 1.91224 -2.86942
49 C -3.44651 0.57367 -2.98397
50 H -2.39685 0.29198 -2.86661
51 C -4.39988 -0.41964 -3.23540
52 H -4.08840 -1.46485 -3.28468
53 C -5.74470 -0.08188 -3.41003
54 H -6.48518 -0.86205 -3.59582
55 C -6.13571 1.25947 -3.34192
56 H -7.18046 1.53201 -3.50405
57 C -5.19044 2.25032 -3.06406
58 H -5.48976 3.29973 -3.00540
59 H -3.34519 4.58614 -2.50590
60 Cl -1.76112 3.12940 -0.66848
61 O 3.04890 0.83167 3.93639
62 C 2.03417 1.39230 4.80123
63 C 1.46336 0.27683 5.63838
64 C 1.34354 0.36025 7.02805
65 C 0.99772 -0.77804 7.75581
66 C 0.81111 -1.97287 7.05781
67 C 0.90324 -1.98922 5.66813
68 N 1.13734 -0.84933 4.97532
69 H 3.70341 1.52744 3.74792
70 H 2.49582 2.12895 5.47344
71 H 1.21646 1.85090 4.20915
72 H 1.52364 1.33278 7.48073
73 H 0.88535 -0.73602 8.84202
74 H 0.56601 -2.89777 7.57199
75 H 0.78551 -2.90946 5.08375

Cartesian forces (eV/Å) of the 6 atoms listed first:
C 0.3 0.5 -0.7
C -0.1 0.8 0.1
C 0.2 0.5 0.5
H 0.1 0.0 -0.1
C -0.4 -0.4 0.6
C -0.8 -0.5 -0.3